{"formula": "C59H124O26", "method": "the ωB97M-V functional and the def2-TZVPD basis", "homo_energy_ev": -9.082, "gap_ev": 9.5, "symbols": ["C", "C", "O", "C", "O", "O", "C", "H", "H", "H", "H", "H", "H", "H", "H", "C", "C", "O", "C", "O", "O", "C", "H", "H", "H", "H", "H", "H", "H", "H", "C", "C", "O", "C", "H", "H", "H", "H", "H", "H", "C", "C", "O", "C", "H", "H", "H", "H", "H", "H", "C", "C", "O", "C", "H", "H", "H", "H", "H", "H", "C", "C", "O", "C", "H", "H", "H", "H", "H", "H", "C", "C", "O", "C", "H", "H", "H", "H", "H", "H", "C", "C", "O", "C", "H", "H", "H", "H", "H", "H", "C", "C", "O", "C", "H", "H", "H", "H", "H", "H", "C", "C", "O", "C", "H", "H", "H", "H", "H", "H", "C", "C", "O", "C", "H", "H", "H", "H", "H", "H", "C", "C", "O", "C", "H", "H", "H", "H", "H", "H", "C", "C", "O", "C", "H", "H", "H", "H", "H", "H", "C", "O", "C", "C", "O", "C", "C", "O", "C", "H", "H", "H", "H", "H", "H", "H", "H", "H", "H", "H", "H", "H", "H", "C", "O", "C", "C", "O", "C", "C", "O", "C", "H", "H", "H", "H", "H", "H", "H", "H", "H", "H", "H", "H", "H", "H", "C", "O", "C", "C", "O", "C", "C", "O", "C", "H", "H", "H", "H", "H", "H", "H", "H", "H", "H", "H", "H", "H", "H"], "coordinates": [[3.254, -3.783, -1.388], [4.097, -2.660, -0.801], [4.618, -3.131, 0.480], [5.357, -2.194, 1.102], [5.593, -1.100, 0.614], [5.753, -2.670, 2.258], [6.479, -1.725, 3.080], [2.252, -3.894, -0.860], [3.794, -4.750, -1.393], [3.051, -3.583, -2.459], [3.457, -1.757, -0.688], [5.010, -2.383, -1.337], [7.415, -1.602, 2.576], [6.631, -2.137, 4.046], [6.050, -0.721, 3.062], [6.963, 4.359, -7.813], [7.283, 2.878, -7.550], [5.981, 2.205, -7.225], [5.165, 2.060, -8.285], [5.399, 2.144, -9.417], [3.990, 1.569, -7.830], [3.829, 1.362, -6.380], [6.305, 4.392, -8.689], [7.928, 4.823, -8.052], [6.464, 4.790, -6.927], [7.960, 2.649, -6.712], [7.656, 2.449, -8.498], [2.846, 0.842, -6.401], [3.866, 2.303, -5.774], [4.519, 0.634, -5.959], [-0.063, 1.166, -4.388], [0.241, 2.455, -3.723], [1.340, 2.952, -3.599], [-1.013, 3.214, -3.283], [0.855, 0.633, -4.596], [-0.610, 1.338, -5.272], [-0.651, 0.594, -3.686], [-0.734, 3.915, -2.482], [-1.855, 2.613, -2.793], [-1.499, 3.718, -4.098], [7.527, 2.531, 1.778], [6.315, 2.323, 0.853], [5.213, 2.367, 1.349], [6.647, 2.090, -0.549], [8.196, 3.433, 1.568], [7.938, 1.507, 1.658], [7.195, 2.511, 2.792], [5.833, 1.744, -1.143], [7.379, 1.285, -0.682], [7.077, 2.960, -1.036], [-4.490, 0.475, 3.183], [-5.446, -0.563, 2.691], [-5.167, -1.305, 1.789], [-6.835, -0.522, 3.230], [-4.045, 0.044, 4.080], [-4.881, 1.464, 3.382], [-3.710, 0.574, 2.402], [-6.810, -0.117, 4.294], [-7.390, -1.469, 3.221], [-7.321, 0.259, 2.692], [3.330, -0.374, 3.124], [3.283, -1.036, 4.515], [4.193, -0.919, 5.321], [2.006, -1.830, 4.746], [2.447, 0.334, 3.152], [3.053, -1.052, 2.319], [4.194, 0.216, 2.953], [1.878, -2.185, 5.772], [2.107, -2.699, 4.132], [1.149, -1.246, 4.401], [6.857, 6.885, -3.995], [5.913, 6.075, -3.080], [5.356, 6.598, -2.133], [5.685, 4.600, -3.488], [6.775, 7.968, -3.732], [6.556, 6.794, -5.054], [7.891, 6.544, -3.993], [4.892, 4.160, -2.854], [6.673, 4.046, -3.470], [5.301, 4.681, -4.566], [-2.019, 3.512, 1.677], [-2.490, 4.564, 0.697], [-2.433, 4.353, -0.499], [-2.969, 5.826, 1.329], [-0.994, 3.756, 1.932], [-2.015, 2.580, 1.179], [-2.589, 3.570, 2.623], [-4.015, 5.725, 1.638], [-2.866, 6.698, 0.642], [-2.429, 6.022, 2.289], [-2.133, -2.017, 4.975], [-3.500, -1.864, 5.668], [-3.725, -1.033, 6.526], [-4.612, -2.828, 5.256], [-1.806, -3.032, 4.967], [-1.411, -1.358, 5.402], [-2.283, -1.736, 3.934], [-4.143, -3.813, 5.046], [-5.140, -2.434, 4.349], [-5.321, -2.885, 6.038], [-1.146, -4.740, -1.039], [-2.006, -4.240, 0.003], [-1.509, -3.902, 1.053], [-3.470, -4.034, -0.252], [-1.545, -5.636, -1.503], [-0.154, -4.913, -0.686], [-1.141, -3.960, -1.814], [-3.744, -3.861, -1.315], [-3.775, -3.264, 0.474], [-4.027, -4.940, -0.113], [1.450, 5.057, -0.672], [1.784, 5.441, 0.812], [0.845, 5.736, 1.569], [3.215, 5.465, 1.183], [0.386, 4.896, -0.862], [1.999, 4.137, -0.911], [1.905, 5.828, -1.272], [3.313, 6.205, 2.073], [3.814, 5.707, 0.320], [3.539, 4.480, 1.472], [-6.826, 2.655, -2.528], [-5.560, 2.060, -2.051], [-5.020, 1.199, -2.703], [-4.921, 2.424, -0.753], [-7.536, 2.183, -1.881], [-6.932, 2.225, -3.534], [-7.044, 3.686, -2.417], [-5.717, 2.502, -0.023], [-4.449, 3.426, -0.827], [-4.105, 1.717, -0.503], [-3.984, -4.614, -6.406], [-4.198, -4.270, -4.957], [-5.280, -4.133, -4.422], [-2.881, -4.133, -4.148], [-4.835, -5.136, -6.884], [-3.071, -5.197, -6.536], [-3.837, -3.643, -6.920], [-2.023, -4.543, -4.697], [-3.008, -4.675, -3.235], [-2.672, -3.090, -3.970], [1.930, 3.593, 4.481], [1.206, 2.472, 4.803], [0.455, 2.639, 5.945], [-0.317, 1.433, 6.260], [0.433, 0.194, 6.344], [1.346, 0.188, 7.466], [0.737, 0.171, 8.850], [0.300, -1.098, 9.108], [0.064, -1.345, 10.450], [2.641, 3.954, 5.292], [1.298, 4.399, 4.156], [2.520, 3.376, 3.624], [-0.207, 3.476, 5.804], [1.156, 2.794, 6.801], [-1.136, 1.099, 5.541], [-0.734, 1.722, 7.252], [2.030, 1.030, 7.286], [1.918, -0.719, 7.318], [-0.128, 0.913, 8.962], [1.520, 0.362, 9.674], [-0.680, -0.573, 10.902], [0.990, -1.327, 11.044], [-0.453, -2.273, 10.472], [-1.928, -0.929, -2.008], [-0.694, -1.243, -1.367], [-0.941, -0.899, 0.029], [0.368, -1.301, 0.751], [1.543, -0.945, 0.053], [1.617, 0.444, -0.348], [2.920, 0.664, -1.120], [2.890, -0.149, -2.286], [4.027, 0.053, -3.105], [-2.736, -1.552, -1.540], [-1.898, -1.109, -3.091], [-2.217, 0.086, -1.961], [-1.817, -1.429, 0.423], [-1.065, 0.166, 0.046], [0.409, -2.340, 0.910], [0.441, -0.847, 1.763], [1.677, 1.173, 0.510], [0.797, 0.716, -1.052], [3.880, 0.586, -0.577], [2.912, 1.739, -1.432], [4.911, -0.197, -2.499], [4.081, 1.055, -3.651], [3.858, -0.723, -3.828], [-3.494, -8.423, -3.162], [-4.570, -7.618, -2.850], [-5.210, -7.924, -1.627], [-6.479, -7.069, -1.474], [-6.228, -5.658, -1.176], [-7.429, -5.002, -0.996], [-7.201, -3.508, -1.397], [-8.314, -2.769, -0.942], [-8.210, -1.337, -1.053], [-2.938, -8.049, -3.988], [-3.766, -9.432, -3.411], [-2.781, -8.571, -2.372], [-4.493, -7.819, -0.751], [-5.512, -8.975, -1.506], [-7.171, -7.406, -0.636], [-7.093, -7.138, -2.333], [-7.641, -5.105, 0.068], [-8.173, -5.381, -1.636], [-7.080, -3.447, -2.451], [-6.301, -3.056, -0.926], [-8.543, -0.891, -0.123], [-8.801, -0.792, -1.820], [-7.182, -0.955, -1.169]]}



{"formula": "C59H149N11O16", "method": "the ωB97M-V functional and the def2-TZVPD basis", "homo_energy_ev": -7.664, "smiles": "CC1(C)CCCC(C)(C)N1O.COC[C@H](C)N.COC[C@H](C)N.COC[C@H](C)N.COC[C@H](C)N.COC[C@H](C)N.COCCNCCOC.COCCNCCOC.COCCNCCOC.COCCNCCOC.COCCNCCOC", "relative_energy_ev": 0.000, "gap_ev": 8.3, "symbols": ["C", "C", "C", "C", "C", "C", "C", "C", "C", "N", "O", "H", "H", "H", "H", "H", "H", "H", "H", "H", "H", "H", "H", "H", "H", "H", "H", "H", "H", "H", "C", "O", "C", "C", "C", "N", "H", "H", "H", "H", "H", "H", "H", "H", "H", "H", "H", "C", "O", "C", "C", "C", "N", "H", "H", "H", "H", "H", "H", "H", "H", "H", "H", "H", "C", "O", "C", "C", "C", "N", "H", "H", "H", "H", "H", "H", "H", "H", "H", "H", "H", "C", "O", "C", "C", "C", "N", "H", "H", "H", "H", "H", "H", "H", "H", "H", "H", "H", "C", "O", "C", "C", "C", "N", "H", "H", "H", "H", "H", "H", "H", "H", "H", "H", "H", "C", "O", "C", "C", "N", "C", "C", "O", "C", "H", "H", "H", "H", "H", "H", "H", "H", "H", "H", "H", "H", "H", "H", "H", "C", "O", "C", "C", "N", "C", "C", "O", "C", "H", "H", "H", "H", "H", "H", "H", "H", "H", "H", "H", "H", "H", "H", "H", "C", "O", "C", "C", "N", "C", "C", "O", "C", "H", "H", "H", "H", "H", "H", "H", "H", "H", "H", "H", "H", "H", "H", "H", "C", "O", "C", "C", "N", "C", "C", "O", "C", "H", "H", "H", "H", "H", "H", "H", "H", "H", "H", "H", "H", "H", "H", "H", "C", "O", "C", "C", "N", "C", "C", "O", "C", "H", "H", "H", "H", "H", "H", "H", "H", "H", "H", "H", "H", "H", "H", "H"], "coordinates": [[-2.970, 3.969, -1.819], [-3.783, 2.695, -2.237], [-3.288, 1.354, -1.606], [-5.304, 2.770, -1.819], [-6.200, 3.629, -2.753], [-5.922, 3.269, -4.243], [-4.446, 3.385, -4.763], [-4.412, 2.749, -6.126], [-4.104, 4.851, -4.819], [-3.603, 2.555, -3.754], [-2.305, 2.479, -4.187], [-1.955, 3.940, -2.215], [-3.432, 4.919, -2.087], [-2.827, 3.925, -0.739], [-3.704, 0.419, -1.982], [-2.207, 1.333, -1.747], [-3.608, 1.273, -0.567], [-5.806, 1.802, -1.835], [-5.514, 3.261, -0.869], [-7.266, 3.476, -2.582], [-6.081, 4.697, -2.570], [-6.527, 3.958, -4.834], [-6.402, 2.296, -4.350], [-5.008, 3.357, -6.807], [-4.957, 1.807, -6.053], [-3.383, 2.599, -6.453], [-3.034, 5.012, -4.946], [-4.474, 5.406, -3.957], [-4.594, 5.215, -5.722], [-2.261, 1.528, -4.304], [1.958, -3.486, -1.752], [1.100, -3.911, -2.726], [0.828, -5.280, -2.740], [-0.428, -5.592, -3.660], [-0.140, -5.515, -5.181], [-1.567, -4.780, -3.372], [2.055, -2.404, -1.670], [2.899, -4.035, -1.758], [1.464, -3.835, -0.845], [1.647, -5.886, -3.127], [0.855, -5.685, -1.729], [-0.671, -6.633, -3.451], [-0.861, -6.034, -5.813], [0.836, -5.993, -5.274], [-0.149, -4.450, -5.411], [-1.260, -3.819, -3.325], [-1.778, -4.908, -2.392], [7.413, -2.576, 6.975], [6.254, -3.315, 7.276], [5.344, -3.523, 6.164], [4.525, -4.858, 6.314], [3.691, -4.955, 5.033], [3.705, -4.799, 7.601], [7.799, -2.218, 7.929], [7.282, -1.663, 6.396], [8.270, -3.134, 6.597], [4.641, -2.689, 6.182], [5.866, -3.635, 5.214], [5.274, -5.638, 6.452], [4.231, -5.353, 4.174], [3.006, -4.110, 4.960], [2.966, -5.761, 5.144], [3.275, -5.693, 7.790], [4.339, -4.464, 8.312], [4.462, -1.688, 2.597], [3.569, -0.534, 2.561], [2.700, -0.761, 1.400], [1.408, 0.012, 1.681], [0.464, -0.049, 0.459], [1.850, 1.411, 1.714], [5.459, -1.667, 2.155], [3.951, -2.650, 2.627], [4.748, -1.789, 3.644], [3.051, -0.406, 0.431], [2.397, -1.788, 1.199], [0.970, -0.214, 2.653], [0.245, -1.074, 0.160], [0.962, 0.344, -0.428], [-0.471, 0.510, 0.443], [1.080, 2.049, 1.569], [2.238, 1.655, 2.613], [0.268, -2.821, 3.479], [0.155, -4.218, 3.538], [-1.234, -4.651, 3.201], [-1.357, -4.688, 1.667], [-2.719, -5.174, 1.154], [-0.398, -5.649, 1.141], [0.090, -2.514, 2.448], [1.294, -2.471, 3.590], [-0.369, -2.281, 4.180], [-1.631, -5.566, 3.641], [-1.889, -3.889, 3.622], [-1.036, -3.752, 1.209], [-3.154, -4.457, 0.458], [-3.387, -5.320, 2.003], [-2.674, -6.109, 0.596], [0.480, -5.221, 1.396], [-0.401, -6.489, 1.702], [4.503, 1.279, 5.344], [4.183, 0.748, 6.625], [3.004, -0.038, 6.704], [1.723, 0.757, 6.331], [0.687, 0.697, 7.513], [1.088, 0.373, 5.085], [3.872, 2.160, 5.219], [4.394, 0.598, 4.501], [5.541, 1.608, 5.288], [3.067, -1.063, 6.337], [3.030, -0.199, 7.782], [2.037, 1.800, 6.288], [-0.328, 1.075, 7.390], [1.133, 1.023, 8.452], [0.648, -0.388, 7.609], [1.762, 0.350, 4.333], [0.828, -0.601, 5.148], [-1.519, 9.896, -4.550], [-0.578, 9.266, -3.609], [-1.076, 8.098, -3.103], [-0.418, 7.527, -1.883], [0.928, 6.864, -2.005], [1.704, 6.779, -0.809], [1.074, 5.992, 0.394], [0.697, 4.669, 0.013], [1.661, 3.844, -0.613], [-1.675, 10.974, -4.576], [-2.566, 9.591, -4.579], [-1.077, 9.721, -5.530], [-0.883, 7.330, -3.852], [-2.136, 8.176, -2.860], [-1.098, 7.040, -1.184], [-0.173, 8.414, -1.298], [0.625, 5.904, -2.090], [2.027, 7.776, -0.509], [2.676, 6.315, -0.978], [0.150, 6.538, 0.582], [1.722, 5.960, 1.270], [2.036, 4.171, -1.583], [1.201, 2.937, -1.007], [2.424, 3.525, 0.097], [-8.769, -3.207, -2.585], [-7.919, -3.733, -1.677], [-7.329, -2.774, -0.921], [-5.961, -2.283, -1.567], [-5.281, -1.406, -0.581], [-4.560, -2.072, 0.515], [-3.768, -0.883, 1.232], [-3.147, -1.274, 2.379], [-2.539, -0.275, 3.254], [-8.167, -2.639, -3.295], [-9.569, -2.610, -2.148], [-9.312, -3.984, -3.123], [-7.190, -3.390, -0.033], [-7.933, -1.941, -0.563], [-6.027, -1.772, -2.528], [-5.326, -3.162, -1.678], [-5.971, -0.738, -0.267], [-3.849, -2.730, 0.016], [-5.150, -2.626, 1.245], [-4.362, -0.031, 1.562], [-2.961, -0.461, 0.633], [-3.373, 0.341, 3.589], [-1.829, 0.207, 2.582], [-2.047, -0.730, 4.114], [3.439, 4.862, 3.243], [2.356, 5.542, 3.936], [1.664, 4.696, 4.790], [0.269, 5.128, 4.776], [-0.307, 5.012, 3.408], [-1.671, 5.314, 3.304], [-1.969, 6.755, 2.991], [-3.375, 6.692, 3.088], [-4.083, 7.901, 3.355], [4.244, 4.629, 3.940], [3.829, 5.648, 2.596], [3.186, 3.946, 2.709], [2.080, 4.727, 5.797], [1.833, 3.654, 4.518], [0.246, 6.185, 5.043], [-0.271, 4.473, 5.460], [0.167, 5.058, 2.518], [-2.262, 4.888, 4.115], [-2.121, 4.800, 2.455], [-1.502, 7.005, 2.038], [-1.626, 7.332, 3.850], [-3.729, 8.493, 4.198], [-5.159, 7.736, 3.411], [-3.920, 8.410, 2.405], [0.821, 1.106, -3.338], [0.855, -0.296, -3.190], [-0.379, -0.889, -2.801], [-1.365, -1.360, -3.964], [-1.470, -0.383, -5.100], [-2.632, -0.794, -5.894], [-4.013, -1.148, -5.228], [-5.097, -0.746, -5.987], [-6.404, -0.873, -5.442], [0.474, 1.529, -2.395], [0.230, 1.537, -4.146], [1.850, 1.439, -3.472], [-0.849, -0.142, -2.162], [-0.031, -1.623, -2.073], [-2.355, -1.659, -3.619], [-0.909, -2.247, -4.404], [-0.598, -0.487, -5.601], [-2.246, -1.635, -6.470], [-2.675, 0.087, -6.533], [-4.017, -0.487, -4.361], [-4.128, -2.192, -4.934], [-7.188, -0.354, -5.993], [-6.358, -0.246, -4.551], [-6.752, -1.835, -5.066], [6.702, -4.524, 1.874], [6.711, -3.787, 0.646], [6.369, -4.515, -0.476], [6.388, -3.581, -1.676], [5.771, -4.013, -2.975], [6.240, -5.304, -3.524], [6.873, -5.204, -4.905], [7.301, -6.512, -5.181], [8.059, -6.798, -6.425], [7.259, -5.422, 1.609], [5.803, -5.015, 2.246], [7.039, -3.875, 2.682], [5.398, -4.921, -0.193], [7.049, -5.359, -0.581], [7.436, -3.529, -1.969], [6.064, -2.577, -1.402], [5.767, -3.258, -3.645], [5.353, -5.932, -3.609], [6.874, -5.878, -2.848], [7.746, -4.552, -4.903], [6.164, -4.742, -5.592], [7.461, -6.451, -7.267], [8.124, -7.883, -6.511], [8.998, -6.248, -6.483]]}